Record 1
Computed, not measured: a molecular structure, C6H15ClIN5OOsP, with ωB97M-V/def2-TZVPD.

The calculation puts the total energy at -1774.9316 Eh. The total charge is +3. For the LUMO energy (alpha / beta), the calculation gives -11.783 / -13.350 eV. As for the spin multiplicity: 5. The HOMO-LUMO gap (alpha / beta) comes out at 0.2951 / 0.2466 hartree.

Element x y z (Å)
C -2.31 0.81 1.89
I -4.22 2.38 1.97
H -1.67 1.42 1.49
H -2.39 0.67 2.94
H -3.07 1.24 1.12
Os 0.87 -0.71 -1.56
P -0.16 1.28 -1.55
C -1.82 2.09 -1.04
C 0.80 2.87 -0.99
H 0.67 1.34 -3.85
H -0.71 2.47 -3.70
H -0.92 0.60 -3.66
C -0.28 1.53 -3.43
H 1.88 2.69 -1.14
H 0.47 3.71 -1.61
H -1.93 3.00 -1.60
H -1.53 2.52 -0.14
H 0.55 2.96 0.06
H -2.82 1.61 -1.15
C 0.04 -1.09 0.21
O -0.61 -0.85 1.20
Cl 3.11 -0.58 -1.77
N 3.27 -4.07 2.80
N 2.26 -3.42 2.13
N 0.55 -4.04 2.28
C 0.25 -3.28 1.33
N 0.94 -2.45 0.49
N 2.43 -2.75 1.17
H 4.17 -3.89 2.13
H 3.09 -5.01 2.84
H -0.92 -3.05 1.09

Atomic partial charges in e from the natural (NBO) method, atoms 1 to 6:
1 C -0.26
2 I 0.63
3 H 0.16
4 H 0.27
5 H 0.16
6 Os 0.97

***

Record 2
Computed, not measured: 2 unconnected molecules or ions with the total composition C6H15ClN2O2, with ωB97M-V/def2-TZVPD.

The calculation puts the total energy at -957.7287 Eh. For the LUMO energy, the calculation gives 0.613 eV. The HOMO-LUMO gap comes out at 0.3549 hartree. Its SMILES is CN(C)C=O.COCCNCl.

Element x y z (Å)
C 1.18 3.57 0.59
N 0.74 2.76 -0.53
C 0.26 3.41 -1.74
C 0.75 1.42 -0.48
O 0.39 0.70 -1.40
H 0.37 4.21 0.95
H 2.02 4.21 0.30
H 1.50 2.93 1.40
H -0.77 3.12 -1.94
H 0.87 3.12 -2.59
H 0.31 4.49 -1.61
H 1.13 1.02 0.47
C -2.18 -1.52 -0.52
O -1.39 -2.68 -0.55
C -0.03 -2.47 -0.25
C 0.34 -2.72 1.21
N -0.43 -3.82 1.78
Cl -0.07 -4.00 3.46
H -1.69 -0.69 -1.04
H -2.41 -1.21 0.50
H -3.12 -1.76 -1.03
H 0.53 -3.16 -0.88
H 0.27 -1.45 -0.50
H 1.42 -2.92 1.24
H 0.14 -1.84 1.83
H -0.15 -4.70 1.35

Atomic partial charges in e from the natural (NBO) method, atoms 1 to 6:
1 C -0.40
2 N -0.42
3 C -0.42
4 C 0.53
5 O -0.64
6 H 0.20

***

Record 3
Computed, not measured: 2 unconnected molecules or ions with the total composition C6H15IOSi, with ωB97M-V/def2-TZVPD.

The calculation puts the total energy at -900.0315 Eh. For the LUMO energy, the calculation gives 0.408 eV. The HOMO-LUMO gap comes out at 0.3506 hartree. Its SMILES is C[Si](C)(C)O.C=C(C)I.

Element x y z (Å)
C 0.39 1.60 1.25
Si 1.16 -0.24 1.10
C 1.82 -0.72 2.82
C 2.66 -0.52 -0.12
O -0.22 -1.07 0.79
H 0.81 2.44 0.70
H -0.67 1.67 0.84
H 0.19 2.04 2.19
H 2.34 0.04 3.49
H 0.99 -1.19 3.34
H 2.62 -1.44 2.60
H 3.15 0.36 -0.34
H 3.37 -1.10 0.43
H 2.24 -1.10 -0.96
H -1.04 -0.57 0.74
C -2.94 0.34 -0.97
C -2.15 0.48 -2.09
C -1.81 -0.78 -2.90
I -1.27 2.30 -2.75
H -3.25 -0.64 -0.60
H -3.25 1.24 -0.44
H -2.64 -1.36 -3.22
H -1.20 -1.35 -2.14
H -1.30 -0.41 -3.74

Atomic partial charges in e from the natural (NBO) method, atoms 1 to 6:
1 C -1.12
2 Si 1.83
3 C -1.14
4 C -1.09
5 O -1.11
6 H 0.23

***

Record 4
Computed, not measured: a molecular structure, C6H15InNO2, with ωB97M-V/def2-TZVPD.

The calculation puts the total energy at -631.5623 Eh. The total charge is +3. For the LUMO energy, the calculation gives -18.268 eV. The HOMO-LUMO gap comes out at 0.1539 hartree.

Element x y z (Å)
In 13.95 -8.20 7.47
C 13.73 -6.79 3.81
O 13.24 -7.65 4.91
C 11.90 -7.85 4.71
C 11.47 -9.10 5.51
N 11.74 -8.88 6.95
C 11.25 -10.04 7.75
C 11.53 -9.76 9.22
O 12.90 -9.45 9.53
C 13.18 -9.62 10.88
H 13.44 -7.30 2.89
H 14.77 -6.47 3.86
H 13.29 -5.81 3.94
H 11.79 -8.11 3.65
H 11.28 -6.99 4.94
H 12.03 -9.99 5.20
H 10.40 -9.26 5.35
H 11.03 -8.19 7.17
H 11.75 -10.99 7.55
H 10.18 -10.13 7.59
H 11.03 -10.55 9.77
H 10.98 -8.84 9.44
H 12.65 -8.94 11.55
H 14.22 -9.32 10.86
H 13.20 -10.67 11.15

Atomic partial charges in e from the natural (NBO) method, atoms 1 to 6:
1 In 1.95
2 C -0.28
3 O -0.49
4 C -0.11
5 C -0.27
6 N -0.61

***

Record 5
Computed, not measured: a molecular structure, C6H15MnN3S, with ωB97M-V/def2-TZVPD.

The calculation puts the total energy at -1950.3909 Eh. The total charge is +2. For the LUMO energy (alpha / beta), the calculation gives -10.366 / -10.253 eV. As for the spin multiplicity: 2. The HOMO-LUMO gap (alpha / beta) comes out at 0.2811 / 0.2900 hartree.

Element x y z (Å)
Mn -1.27 -0.01 -1.10
C 1.62 0.07 -1.01
C 1.09 1.49 -1.13
N -0.24 1.59 -0.44
C -0.16 1.53 1.06
C -1.24 0.61 1.60
N -1.27 -0.64 0.77
C -0.10 -1.55 0.99
C 0.44 -2.06 -0.34
N 0.52 -0.92 -1.30
H 1.99 -0.13 0.00
H 2.46 -0.08 -1.69
H 0.92 1.75 -2.18
H 1.80 2.21 -0.72
H -0.68 2.47 -0.71
H -0.28 2.53 1.48
H 0.84 1.19 1.34
H -2.22 1.07 1.52
H -1.06 0.37 2.65
H -2.12 -1.15 0.99
H -0.39 -2.39 1.62
H 0.67 -1.00 1.54
H -0.24 -2.79 -0.78
H 1.41 -2.53 -0.21
H 0.67 -1.30 -2.24
S -3.14 -0.35 -1.73

Atomic partial charges in e from the natural (NBO) method, atoms 1 to 6:
1 Mn 0.89
2 C -0.26
3 C -0.25
4 N -0.65
5 C -0.26
6 C -0.25

***

Record 6
Computed, not measured: a single C6H15N molecule, with ωB97M-V/def2-TZVPD.

The calculation puts the total energy at -292.3521 Eh. For the LUMO energy, the calculation gives 1.158 eV. The HOMO-LUMO gap comes out at 0.3804 hartree. Its SMILES is CCCC[C@H](C)N.

Element x y z (Å)
C 1.34 -2.30 -1.09
C 2.11 -1.04 -0.62
C 1.22 0.12 -0.19
C -0.14 -0.22 0.42
C -0.96 1.01 0.75
C -2.37 0.57 1.13
N -1.10 1.90 -0.38
H 1.93 -2.94 -1.74
H 0.92 -2.81 -0.23
H 0.51 -2.03 -1.73
H 2.80 -1.36 0.16
H 2.66 -0.70 -1.50
H 1.83 0.70 0.51
H 0.98 0.76 -1.04
H -0.67 -0.86 -0.30
H -0.02 -0.88 1.30
H -0.56 1.51 1.63
H -2.39 -0.28 1.80
H -2.98 0.26 0.29
H -2.91 1.36 1.68
H -1.78 2.62 -0.17
H -0.24 2.31 -0.70

Atomic partial charges in e from the natural (NBO) method, atoms 1 to 6:
1 C -0.61
2 C -0.39
3 C -0.40
4 C -0.40
5 C -0.05
6 C -0.61

***

- What is the formula in the third record?
  C6H15IOSi